71
Properties=species:S:1:pos:R:3:mulliken_charge:R:1 method="wB97M-V/def2-TZVPD" e_lumo_ev=-4.85 orbital_gap_ev=3.401 charge=0 e_tot_ev=-95834.6142
H -8.09506 1.38151 3.30275 0.250
N -0.53771 -6.79414 1.08670 -0.385
H 1.38305 3.24363 -4.63027 0.342
H 5.46053 -2.36101 -1.38013 0.372
N -5.90144 3.58750 -5.96915 -0.416
H 7.65597 -0.94994 1.15577 0.372
H -7.78400 2.05850 0.02038 0.119
H -5.47684 6.28920 -7.28497 0.225
H 5.47111 -2.72056 2.00159 0.258
C 0.00499 -7.48358 0.13811 0.691
H -4.60561 -1.85621 6.42593 0.163
H 1.60396 4.79399 -0.74193 0.266
H -2.82656 0.79479 5.99077 0.200
O 0.18425 -8.68508 0.12395 -0.666
O 7.80685 -2.38133 2.59622 -0.374
H 8.79799 -2.15687 0.74931 0.346
C 6.48004 -2.29610 -1.00002 -1.271
O -9.23683 3.29218 2.49074 -0.658
H -6.04080 3.11201 -6.84926 0.197
O 1.14166 3.12849 -2.59187 -0.213
H 6.96201 -2.98851 -1.69022 0.334
C -5.43693 4.77922 -5.98669 0.619
H 0.49307 -7.24804 -1.79031 0.219
C 3.68560 4.48238 -0.30637 -1.390
O -3.10767 0.02831 8.19856 -0.600
H 0.00141 2.41531 -4.05029 0.268
C 2.43797 3.58171 -2.34511 -0.787
C 2.37698 4.03047 -0.82900 0.228
N 0.23991 -6.78714 -0.92799 -0.383
H 1.56348 1.57464 -4.01580 0.308
H 3.79348 4.87978 0.70285 0.388
H 2.05690 3.26105 0.88769 0.266
H -0.87193 -7.33656 1.87039 0.224
C 1.06891 2.53415 -3.86473 -0.856
N -8.04055 1.39636 2.29433 -0.397
H 4.14515 5.17641 -1.01010 0.342
H -3.55020 -0.63226 5.26670 0.147
N -5.72329 5.32793 -7.09706 -0.385
H -0.57959 -5.79634 0.93584 0.169
H 6.86615 -3.74798 0.51587 0.276
H 8.58826 -4.28882 2.26313 0.300
H -9.00579 3.22854 -0.05057 0.205
Zn -1.50728 1.39844 -0.38313 0.117
N -4.50197 -1.44119 7.34087 -0.388
H 4.36749 3.63691 -0.39754 0.383
C 7.82134 -3.75938 2.82849 -0.694
C -3.50414 -1.64860 -1.05304 0.731
C 7.80540 -2.02935 1.18129 -0.799
O -3.52560 -1.50290 0.17937 -0.294
H 3.10854 2.73265 -2.47755 0.368
N -3.33586 -0.07284 6.07985 -0.369
H 8.00810 -3.97599 3.88030 0.263
H 2.77573 4.41566 -2.96036 0.411
N 1.94855 2.89423 -0.04709 -0.573
O -3.94102 -0.61172 -1.53877 -0.259
H 6.86999 -1.28654 -1.12975 0.255
H -0.05675 -5.82180 -0.94281 0.133
C -3.64925 -0.44792 7.28115 0.615
H -6.43710 4.89856 -7.66822 0.191
H 4.76673 -3.04167 0.52296 0.253
H 6.80493 -4.14495 2.74881 0.252
H -7.36193 1.02649 1.64412 0.182
C -8.59754 2.48204 1.82232 0.648
O -2.28630 -1.69594 -1.41214 -0.294
H -5.73337 3.02833 -5.14503 0.221
C 6.63513 -2.68698 0.42096 0.568
H -4.70563 -1.88294 8.22601 0.232
N 5.37186 -2.42157 1.04198 -0.709
N -8.46395 2.60447 0.52998 -0.348
O -4.82207 5.26783 -5.06903 -0.652
H 2.69710 2.21908 -0.10993 0.245